The following is a DFT calculation (wB97M-V/def2-TZVPD) of C46H52IN5O2P2S2Ti as an isolated structure in a non-equilibrium geometry.

Properties
2S+1: 1
HOMO level (spin up / spin down): -7.1 / -7.1 eV
Orbital gap (spin up / spin down): 7.10 / 7.10 eV
Energy: -4834.57128 Ha

The geometry in XYZ format:
```
111
Properties=species:S:1:pos:R:3:forces:R:3:lowdin_charge:R:1
S 10.956498 9.104936 13.052502 0.69 -0.06 -0.02 0.8042
C 15.618028 21.257168 12.740589 0.59 1.25 0.49 -0.3826
C 14.465698 13.960408 7.797683 -1.57 0.91 -0.30 -0.0677
H 15.722099 22.370164 12.855568 -0.26 -0.74 -0.06 0.1391
C 17.919284 16.158865 11.848453 -1.16 -1.00 -1.65 -0.9351
H 11.104772 10.418974 10.976661 -0.33 0.07 1.49 0.0938
N 10.858003 18.943730 8.582419 0.73 -1.22 0.41 0.0251
H 14.386406 18.775349 8.824329 0.04 0.14 -0.12 0.0582
C 16.435907 19.319474 8.233071 -0.48 -0.98 0.05 -0.3755
N 16.788851 15.937176 11.474268 1.08 0.45 0.99 -0.0894
H 16.803461 19.853126 7.373641 0.45 0.44 -0.29 0.1187
H 10.366602 8.080587 10.902637 -0.30 0.10 0.95 0.0493
C 14.896675 19.444550 8.119896 0.36 0.41 0.82 -0.0684
C 7.410155 14.434353 12.784353 -0.23 0.03 0.44 -0.0756
H 17.149757 20.958083 14.344618 -1.19 -0.37 -0.46 0.1005
H 15.899217 19.636476 14.153019 0.33 -0.27 -0.02 0.0578
C 8.338742 12.567315 10.884421 -0.26 1.43 0.09 -0.0781
H 12.505117 13.642570 12.843259 -0.44 -0.04 0.10 0.0968
H 8.647487 11.857001 10.114480 0.08 0.35 0.28 0.1025
C 9.867065 18.737768 9.422111 -0.90 1.00 -0.29 -0.1944
H 12.095595 16.211852 8.815080 -0.06 -0.50 -0.26 0.0706
H 14.667096 20.483109 8.404531 -0.28 -0.25 -0.13 0.0801
H 15.283970 13.415355 8.199637 0.27 -0.67 0.42 0.0891
S 19.480311 16.244398 12.037503 0.25 0.29 0.53 0.6542
C 10.265149 20.892612 9.444963 0.64 0.80 -0.18 -0.1826
C 10.453552 12.114981 8.380709 -0.99 2.69 -0.87 -0.1056
H 6.975060 15.108724 13.573265 0.79 -0.52 -1.04 0.1179
C 13.426842 15.038812 5.934812 0.24 0.44 -0.47 -0.0861
C 10.920505 10.622838 12.089005 0.01 0.45 -1.39 -0.5256
H 9.108000 15.255082 7.659076 0.11 -0.68 0.28 0.1078
H 9.948274 11.088788 12.201548 -0.38 -0.13 -0.19 0.0496
C 16.573404 20.966276 11.619025 -0.75 -0.86 -0.02 -0.1660
H 12.045578 11.591928 13.661369 -0.07 -0.33 0.34 0.1040
C 15.189911 10.564113 10.311865 0.34 0.73 0.03 -0.0708
H 13.254394 15.189581 4.880378 0.37 -0.04 -0.25 0.0998
H 13.470817 21.174265 13.233054 0.50 -0.18 -0.18 0.0797
C 16.074616 20.707612 14.095795 0.16 0.06 0.31 -0.0550
C 14.423519 12.819290 10.686570 0.81 0.58 0.80 -0.4040
C 14.153370 21.020872 12.370604 -1.29 0.68 -0.26 -0.0660
H 11.938911 20.606524 8.158202 -0.20 -0.11 0.04 0.1469
C 10.148933 13.518925 8.541745 -0.91 -1.82 -0.58 -0.3655
H 9.008210 11.577630 5.423155 -0.33 -0.03 -0.54 0.0873
H 9.480658 17.748669 9.528329 -0.25 -0.36 0.19 0.0759
C 16.998609 20.005535 9.449012 -1.18 -0.54 0.43 -0.1618
H 12.919037 18.400764 14.966822 0.23 -0.01 -0.10 0.1003
C 8.977709 13.835965 11.047871 -0.17 -1.34 0.51 -0.3843
C 17.709435 21.740114 11.472599 0.65 0.33 -0.65 -0.0546
C 18.124408 20.754549 9.328368 0.53 1.35 1.17 -0.0485
H 9.084754 15.663296 12.191345 0.21 0.27 -0.10 0.0880
C 9.284747 12.140174 6.288175 0.34 -0.01 1.04 -0.0721
H 18.691660 20.709697 8.426483 0.27 0.04 -0.62 0.1055
H 13.645368 11.465753 9.124775 0.37 0.48 0.81 0.1199
H 10.345713 21.950675 9.575820 -0.04 0.30 0.10 0.1100
H 15.130031 9.606763 9.788811 0.00 0.39 0.08 0.1049
H 12.017840 16.578493 6.411519 -0.31 0.35 -0.30 0.0987
H 14.508753 19.255787 7.121977 0.17 -0.13 -0.15 0.0738
C 16.340344 19.902007 10.728887 2.54 1.36 -1.22 -0.2687
H 10.977017 11.657661 9.144369 1.17 -0.92 1.45 0.0460
C 11.667504 13.121913 12.336077 1.03 0.42 -0.88 -0.2391
H 11.728845 17.753794 13.825325 0.01 -0.37 0.44 0.1004
H 8.950739 8.331252 12.052184 0.56 -0.39 -0.38 0.0368
H 17.937432 22.438964 12.263823 0.06 0.21 0.06 0.1108
H 12.916124 11.391455 12.177831 0.26 -0.11 -0.02 0.0799
C 9.339103 14.177478 7.590971 0.88 -0.35 0.17 -0.1009
O 14.940191 17.244426 13.475440 -1.76 0.36 0.21 -0.0976
H 19.570039 22.014347 10.340250 -0.62 0.22 0.06 0.1010
N 11.152381 20.226141 8.664135 -0.58 0.90 0.02 -0.0265
C 7.187586 12.311867 11.611322 0.01 0.41 0.17 -0.0781
H 15.196149 13.746106 5.761008 -0.62 0.40 0.41 0.1144
H 10.309923 10.399471 7.033742 -0.05 0.33 0.42 0.1069
H 6.644570 11.410513 11.387543 -0.23 -0.23 0.19 0.1001
C 12.637979 15.542352 8.137455 0.48 0.21 0.39 -0.1673
H 16.935203 9.974862 11.426934 -0.44 0.05 0.23 0.1051
N 11.751497 13.586172 10.903292 -0.28 -0.49 -0.70 -0.4308
C 15.390980 12.981627 11.721196 0.06 -0.51 -0.75 -0.0921
C 13.431834 14.501618 8.635793 0.83 -0.07 -0.79 -0.3695
P 13.334584 14.236300 10.410471 0.37 0.46 1.69 1.0214
P 10.398834 14.367734 10.106692 1.00 1.32 0.01 0.9815
C 10.017414 8.032791 11.967899 -0.67 0.44 -0.81 -0.4417
I 7.785423 20.393965 11.231875 0.49 -0.21 -0.36 0.8033
H 16.830582 17.717130 6.945185 -0.14 -0.63 0.26 0.0769
C 16.175890 10.749355 11.293300 0.21 -0.29 -0.33 -0.0840
N 15.852433 18.709465 11.072513 -2.84 -2.89 0.74 -0.0222
H 16.286632 17.131320 8.591437 0.30 0.36 -0.43 0.0594
H 10.730079 13.451342 12.802443 0.21 -0.12 -0.25 0.1005
C 16.291947 11.938246 12.007829 -1.25 0.41 -0.21 -0.0653
C 18.558380 21.595768 10.382660 0.10 -0.85 -0.22 -0.0673
H 8.264286 14.010631 5.766586 0.17 -0.33 -0.18 0.1013
H 12.718281 16.647061 14.954629 -0.26 0.51 -0.52 0.1181
C 16.898422 17.869191 8.029959 0.32 -0.09 -0.11 -0.0561
H 13.868585 20.059567 11.903357 0.54 0.30 0.33 0.0559
C 14.442748 14.219923 6.418035 -0.12 -0.36 0.62 -0.0698
C 12.653822 15.808467 6.790087 -0.13 -0.55 -0.05 -0.0898
H 17.962397 17.723460 8.308792 -0.60 0.13 -0.04 0.0907
H 13.816869 21.816802 11.650614 0.44 -0.71 0.42 0.0903
H 15.515365 13.961209 12.202810 -0.27 -0.61 -0.08 0.0653
C 10.048999 11.436359 7.267129 -0.71 0.71 -1.71 -0.0755
C 8.902710 13.473913 6.462846 0.30 -0.40 0.32 -0.0816
H 10.132725 7.010798 12.303578 -0.01 -0.17 0.17 0.0191
H 15.437895 21.149280 14.864678 0.09 0.09 0.17 0.0694
C 14.352110 11.640198 9.966949 -0.09 -1.68 -0.29 -0.1187
C 8.568108 14.735100 12.032425 -1.52 -0.88 0.37 -0.1165
O 13.316363 17.363072 11.990369 -0.49 0.37 1.88 -0.1430
C 9.385626 19.991619 9.951416 0.24 -1.25 0.09 -0.7489
Ti 15.232607 17.147559 11.510165 1.69 1.94 -1.12 1.0131
H 16.976078 12.039258 12.839911 0.27 0.04 -0.26 0.1047
C 11.941381 11.630431 12.580243 0.21 0.39 0.13 -0.2640
C 12.688260 17.556920 14.315251 -0.70 0.00 0.52 0.0329
H 5.767952 13.149299 13.053092 -0.15 -0.50 0.13 0.0956
C 6.714258 13.242827 12.550497 0.65 0.67 -0.47 -0.0810
C 13.667749 17.408543 13.243578 1.73 -0.63 -1.63 -0.6001
```
Forces are in eV/Å.